Record 1
ORCA calculation (ωB97M-V with the def2-TZVPD basis set) on a cluster of 2 separate species, C3H11N5O in total in a non-equilibrium geometry.

Geometry (Å):
C1 -1.8556 -0.7442 -0.5527
C2 1.2645 -0.9836 -1.7129
N1 -0.9172 1.3196 -0.2683
N2 -1.7093 0.3661 0.1535
C3 1.1006 0.0612 0.5071
N3 0.7987 -1.0074 -0.3436
N4 -0.8391 2.3961 0.6279
N5 0.7396 -0.2130 1.8437
O1 1.9247 0.9201 0.2413
H1 -1.8365 0.2920 1.1737
H2 0.4341 -1.8585 0.0567
H3 -0.3263 3.1368 0.1578
H4 -0.2931 2.1409 1.4556
H5 1.2273 0.3762 2.5052
H6 0.2264 -1.0490 2.0772
H7 -1.7676 -0.6901 -1.6238
H8 -2.3294 -1.5899 -0.0860
H9 2.1077 -1.6638 -1.8399
H10 1.5909 0.0252 -1.9659
H11 0.4598 -1.2348 -2.4066

Properties
- E_HOMO (spin up / spin down): -7.0 / -7.0 eV
- Gap between HOMO and LUMO (spin up / spin down): 0.2794 / 0.2793 Eh

Atomic partial charges in e from the Löwdin method, atoms 1 to 4: C -0.048; C -0.082; N -0.112; N -0.124

***

Record 2
ORCA calculation (ωB97M-V with the def2-TZVPD basis set) on a cluster of 2 separate species, C3H11NO in total in a non-equilibrium geometry.

Geometry (Å):
C1 1.0620 1.4001 -1.3355
N1 0.8582 0.2738 -0.2996
C2 1.8965 -0.7854 -0.3078
H1 1.2084 0.9422 -2.3357
H2 0.1189 1.9302 -1.2843
H3 1.8097 2.2127 -1.1422
H4 0.7385 0.6761 0.6073
H5 1.7143 -1.4465 0.5262
H6 2.9942 -0.4785 -0.1881
H7 1.8260 -1.3107 -1.2747
C3 -2.7997 -0.6278 1.1941
O1 -1.3785 -0.7577 1.3787
H8 -3.0231 -1.3898 0.4627
H9 -3.4090 -0.9650 2.1232
H10 -3.0052 0.4098 0.8870
H11 -0.6111 -0.0832 0.9889

Properties
- E_HOMO: -9.2 eV
- SMILES: CNC.CO
- Gap between HOMO and LUMO: 0.3715 Eh

Atomic partial charges in e from the Löwdin method, atoms 1 to 4: C -0.098; N -0.194; C -0.139; H 0.079

***

Record 3
ORCA calculation (ωB97M-V with the def2-TZVPD basis set) on a cluster of 3 separate species, C3H11NO2 in total in a non-equilibrium geometry.

Geometry (Å):
C1 1.0570 -0.8451 1.2348
C2 0.6549 -1.1385 -0.2154
C3 -0.5392 -0.7477 -2.0593
N1 -0.1398 -0.0818 -0.8929
H1 1.5953 -1.7003 1.6584
H2 1.6737 0.0435 1.3876
H3 0.1993 -0.6281 1.8653
H4 0.1537 -2.1212 -0.1540
H5 1.6173 -1.3499 -0.7253
H6 -1.4962 -1.2613 -2.1366
H7 0.0330 -0.6534 -2.9876
H8 -1.5235 -0.0486 0.3962
H9 -1.9978 1.1808 1.1154
O1 -2.0552 0.2181 1.1998
H10 0.7837 1.3343 -0.2778
H11 1.2185 2.8233 -0.1658
O2 1.1039 2.0294 0.3701

Properties
- Spin multiplicity: 2
- E_HOMO (spin up / spin down): -2.2 / -2.6 eV
- Expectation value of S²: 0.754
- Total charge: -1
- Gap between HOMO and LUMO (spin up / spin down): 0.2359 / 0.2485 Eh

Atomic partial charges in e from the Löwdin method, atoms 1 to 4: C -0.152; C -0.406; C -0.202; N -0.256

***

Record 4
ORCA calculation (ωB97M-V with the def2-TZVPD basis set) on a cluster of 2 separate species, C3H11NO2 in total in a non-equilibrium geometry.

Geometry (Å):
C1 0.5976 4.2883 1.7959
C2 0.0110 2.8862 2.0080
O1 -0.1663 2.9631 3.4101
H1 1.6255 4.4268 2.0581
H2 0.3824 4.7587 0.7989
H3 0.0555 4.9295 2.4767
H4 0.5967 2.0205 1.8325
H5 -1.0126 2.9244 1.6914
H6 -0.9061 2.5676 3.8484
N1 -0.5679 -3.3557 -3.6033
C3 0.3603 -3.4032 -2.4714
O2 -0.2299 -3.3451 -1.1506
H7 -0.3776 -3.9076 -4.3852
H8 -1.4817 -3.5726 -3.1758
H9 0.8224 -4.3960 -2.6169
H10 1.0581 -2.7118 -2.7554
H11 0.5686 -3.1219 -0.6211

Properties
- E_HOMO: -9.0 eV
- SMILES: CCO.NCO
- Gap between HOMO and LUMO: 0.3577 Eh

Atomic partial charges in e from the Löwdin method, atoms 1 to 4: C -0.088; C -0.271; O -0.122; H 0.059

***

Record 5
ORCA calculation (ωB97M-V with the def2-TZVPD basis set) on a cluster of 2 separate species, C3H11NO2 in total in a non-equilibrium geometry.

Geometry (Å):
N1 -0.6360 1.5070 1.3267
C1 -0.4996 0.3140 0.4786
C2 -0.1044 0.7462 -0.9361
C3 1.3924 0.6043 -1.2228
O1 1.9672 -0.6566 -0.8383
H1 0.2628 1.9509 1.4957
H2 -0.9350 1.2334 2.2585
H3 0.2338 -0.3926 0.8765
H4 -1.4531 -0.2028 0.4136
H5 -0.3434 1.8091 -1.0132
H6 -0.6248 0.1623 -1.7044
H7 1.9629 1.4094 -0.7331
H8 1.6781 0.6975 -2.2650
H9 2.1274 -0.6433 0.1065
O2 -2.0098 -2.6166 0.6111
H10 -1.7172 -3.1853 -0.1097
H11 -1.3013 -2.7368 1.2553

Properties
- E_HOMO: -9.4 eV
- SMILES: NCCCO.O
- Gap between HOMO and LUMO: 0.3682 Eh

Atomic partial charges in e from the Löwdin method, atoms 1 to 4: N -0.015; C -0.290; C -0.174; C -0.262

***

Record 6
ORCA calculation (ωB97M-V with the def2-TZVPD basis set) on a cluster of 2 separate species, C3H11NO2 in total in a non-equilibrium geometry.

Geometry (Å):
C1 1.7420 0.3434 0.5863
C2 0.6183 -0.6316 0.1429
O1 0.3031 -0.5436 -1.2086
C3 -0.6773 -0.5187 0.9582
N1 -1.7957 -1.4497 0.6355
H1 1.3724 1.2871 0.8201
H2 2.2579 0.0595 1.5196
H3 2.4863 0.5489 -0.1181
H4 1.1259 -1.6816 0.1843
H5 -0.6358 -0.9612 -1.5206
H6 -0.7278 -0.3760 2.0617
H7 -0.9564 0.5148 0.6833
H8 -2.6471 -1.1955 1.0665
H9 -1.6462 -2.3456 0.8401
O2 -0.0692 2.3958 -0.9326
H10 -0.4563 2.7378 -1.7880
H11 0.4265 1.5843 -1.1920

Properties
- E_HOMO: -9.4 eV
- SMILES: C[C@H](O)CN.O
- Gap between HOMO and LUMO: 0.3792 Eh

Atomic partial charges in e from the Löwdin method, atoms 1 to 4: C -0.043; C -0.461; O -0.116; C -0.210

***

Record 7
ORCA calculation (ωB97M-V with the def2-TZVPD basis set) on a cluster of 3 separate species, C3H11NO2 in total in a non-equilibrium geometry.

Geometry (Å):
C1 2.5700 -0.8680 1.7471
C2 1.3963 -1.3984 1.3380
N1 0.1295 -0.8136 1.6492
C3 -1.0426 -1.1787 0.8251
H1 2.6203 -0.2826 2.6737
H2 3.3278 -0.6793 1.0328
H3 1.5611 -2.4361 0.9745
H4 0.3715 0.1330 1.9389
H5 -1.5657 -0.4039 0.2764
H6 -1.8414 -1.5503 1.5502
H7 -0.7824 -2.0644 0.1388
O1 -2.5680 2.9915 -3.1974
H8 -3.5218 3.1045 -3.2955
H9 -2.6828 2.2152 -2.5485
O2 0.3302 0.8544 -1.8352
H10 0.6441 1.2140 -0.8938
H11 1.0540 1.1627 -2.3743

Properties
- E_HOMO: -7.6 eV
- SMILES: C=CNC.O.O
- Gap between HOMO and LUMO: 0.3010 Eh

Atomic partial charges in e from the Löwdin method, atoms 1 to 4: C -0.067; C -0.248; N -0.090; C -0.120

***

Record 8
ORCA calculation (ωB97M-V with the def2-TZVPD basis set) on a structure of composition C3H11NO2 in a non-equilibrium geometry.

Geometry (Å):
C1 -1.1945 -1.2203 -1.0199
C2 -1.0798 -0.5821 0.3118
C3 0.0871 -0.6418 1.0367
N1 0.3233 0.2365 2.1266
H1 -0.6085 -2.1471 -1.0613
H2 -0.6459 -0.5535 -1.6935
H3 -2.1815 -1.4693 -1.3876
H4 -1.9476 -0.1300 0.7688
H5 0.8255 -1.4130 0.9170
H6 0.4647 1.1560 1.6951
H7 -0.4546 0.2205 2.7719
H8 1.1508 1.2475 -0.5764
H9 1.1185 2.8823 -0.2672
O1 0.6984 2.0494 -0.0506
H10 1.9845 0.1857 -2.1609
H11 0.0439 0.0652 -0.0227
O2 1.4157 0.1141 -1.3878

Properties
- E_HOMO: -8.4 eV
- Gap between HOMO and LUMO: 0.2966 Eh

Atomic partial charges in e from the Löwdin method, atoms 1 to 4: C -0.061; C -0.069; C -0.185; N 0.054

***

The evaluated relative energy (zero: lowest compared OMol25 entry of this formula, charge and spin) for the records listed, in turn: 89.53; 56.05; 24.43; 51.75; 14.28; 31.26; 70.42; 96.12 kcal/mol.
The evaluated electronic energy for the records listed, in turn: -469.8149; -250.8073; -326.0613; -326.0490; -326.1087; -326.0817; -326.0193; -325.9783 Ha.